1.
Molecular formula: C20H27F2N5O3S
Method: DFT, ωB97M-V/def2-TZVPD

The geometry in XYZ format:
```
58
C20H27F2N5O3S | the Open Molecules 2025 dataset | ωB97M-V/def2-TZVPD
C 0.686 4.357 -0.218
N -0.690 3.960 -0.447
C -1.428 5.020 -1.106
C -1.344 3.506 0.771
C -2.501 2.561 0.424
N -2.023 1.576 -0.514
C -2.079 0.259 -0.301
O -2.661 -0.260 0.643
C -1.375 -0.535 -1.341
O -1.207 0.049 -2.543
N -0.514 -0.772 -3.353
C -0.226 -1.854 -2.679
C 0.611 -2.934 -3.244
S 2.206 -2.233 -3.836
C 2.505 -1.107 -2.493
C 2.560 -1.562 -1.182
C 2.718 -0.659 -0.148
C 2.825 0.693 -0.426
F 2.945 1.572 0.589
C 2.798 1.142 -1.740
F 2.904 2.455 -2.009
C 2.638 0.244 -2.779
C -0.771 -1.775 -1.356
C -0.593 -2.800 -0.294
O 0.319 -3.615 -0.354
N -1.492 -2.755 0.695
C -1.381 -3.589 1.866
C -1.127 -2.767 3.149
N 0.098 -2.007 3.230
C 1.298 -2.786 3.020
C 0.114 -0.763 2.494
H 1.153 4.578 -1.176
H 0.771 5.244 0.426
H 1.230 3.538 0.247
H -1.493 5.931 -0.492
H -0.928 5.267 -2.041
H -2.437 4.683 -1.336
H -1.719 4.338 1.387
H -0.610 2.949 1.359
H -3.334 3.112 -0.024
H -2.863 2.043 1.314
H -1.459 1.959 -1.263
H 0.800 -3.700 -2.492
H 0.157 -3.369 -4.133
H 2.456 -2.613 -0.965
H 2.761 -0.990 0.877
H 2.598 0.599 -3.796
H -2.150 -1.978 0.744
H -2.313 -4.147 1.997
H -0.567 -4.295 1.690
H -1.958 -2.070 3.287
H -1.130 -3.472 3.987
H 1.445 -3.090 1.974
H 2.157 -2.191 3.333
H 1.255 -3.680 3.641
H 0.911 -0.134 2.897
H 0.290 -0.885 1.415
H -0.835 -0.248 2.630
```

HOMO energy = -8.25 eV
Energy relative to the best compared isomer or geometry (same formula, charge and spin) = 0.00 kcal/mol
SMILES = CN(C)CCNC(=O)c1onc(CSc2ccc(F)c(F)c2)c1C(=O)NCCN(C)C
Frontier orbital gap = 0.30408 hartree

2.
Molecular formula: CuI
Method: DFT, ωB97M-V/def2-TZVPD

The geometry in XYZ format:
```
2
CuI | the Open Molecules 2025 dataset | ωB97M-V/def2-TZVPD
Cu 0.313 -0.135 -1.442
I -0.313 0.135 1.442
```

2S+1 = 2
HOMO energy (alpha / beta) = -15.54 / -15.19 eV
Energy relative to the best compared isomer or geometry (same formula, charge and spin) = 8.61 kcal/mol
<S²> = 0.75
Frontier orbital gap (alpha / beta) = 0.32448 / 0.24754 hartree
Net charge = +1

3.
Molecular formula: C24H21As2BrN3O2S2Tl
Method: DFT, ωB97M-V/def2-TZVPD

The geometry in XYZ format:
```
56
C24H21As2BrN3O2S2Tl | the Open Molecules 2025 dataset | ωB97M-V/def2-TZVPD
Tl 2.130 -1.974 -0.258
C -2.946 0.326 -2.674
As -1.613 -0.074 -1.249
C -3.011 -0.682 0.020
C -1.452 1.687 -0.413
C -1.967 2.842 -0.988
C -1.889 4.063 -0.341
C -1.268 4.146 0.890
C -0.713 3.009 1.447
C -0.799 1.777 0.817
As 0.036 0.194 1.624
C 1.610 1.090 2.358
C -1.038 0.293 3.321
H -3.838 0.816 -2.282
H -3.239 -0.631 -3.113
H -2.522 0.929 -3.476
H -3.735 0.110 0.217
H -2.550 -0.981 0.958
H -3.528 -1.546 -0.398
H -2.432 2.799 -1.964
H -2.315 4.949 -0.795
H -1.207 5.093 1.413
H -0.201 3.092 2.398
H 1.358 1.782 3.164
H 2.104 1.623 1.550
H 2.315 0.359 2.746
H -1.175 1.328 3.634
H -0.510 -0.245 4.111
H -2.025 -0.159 3.197
S 1.804 0.663 -1.394
C 1.459 0.077 -2.989
C 0.460 0.733 -3.705
C 0.094 0.368 -5.004
C -0.902 1.058 -5.699
N -1.722 1.638 -6.269
C 0.774 -0.712 -5.615
C 1.787 -1.359 -4.915
C 2.163 -0.995 -3.621
S 3.476 -1.851 -2.915
C 0.465 -1.128 -6.912
N 0.251 -1.497 -7.984
H -0.017 1.589 -3.237
H 2.304 -2.184 -5.390
Br -0.985 -3.329 1.902
C 0.423 -2.884 3.116
C 0.278 -3.234 4.442
C 1.343 -2.927 5.285
C 2.473 -2.346 4.736
C 2.512 -2.050 3.378
N 1.463 -2.287 2.582
C 3.855 -1.554 2.748
O 4.744 -1.330 3.572
O 3.898 -1.476 1.508
H -0.615 -3.721 4.805
H 1.286 -3.171 6.338
H 3.347 -2.106 5.325
```

HOMO energy = -1.04 eV
Frontier orbital gap = 0.18338 hartree
Net charge = -2

4.
Molecular formula: C4H5ClF2NO2
Method: DFT, ωB97M-V/def2-TZVPD

The geometry in XYZ format:
```
15
C4H5ClF2NO2 | the Open Molecules 2025 dataset | ωB97M-V/def2-TZVPD
C 0.316 -1.063 0.500
C -0.532 0.204 0.633
Cl -2.231 -0.304 0.995
C -0.563 1.167 -0.602
C -1.236 0.424 -1.894
O -1.821 1.199 -2.607
O -1.053 -0.782 -1.923
N -0.243 0.933 1.948
F -1.057 2.036 2.039
F 0.936 1.588 1.604
H 0.087 -1.829 1.377
H 1.339 -0.917 0.362
H 0.001 -1.592 -0.381
H 0.459 1.368 -0.957
H -1.155 2.121 -0.432
```

HOMO energy = -4.34 eV
SMILES = C[C@](Cl)(CC(=O)[O-])N(F)F
Frontier orbital gap = 0.29427 hartree
Net charge = -1

5.
Molecular formula: C3H4N2
Method: DFT, ωB97M-V/def2-TZVPD

The geometry in XYZ format:
```
9
C3H4N2 | the Open Molecules 2025 dataset | ωB97M-V/def2-TZVPD
C 0.530 0.653 -0.097
C 1.089 -0.562 -0.001
N 0.110 -1.544 0.314
N -1.017 -1.007 0.451
C -0.918 0.400 0.055
H 1.020 1.608 -0.231
H 2.118 -0.870 -0.119
H -1.367 0.205 -0.931
H -1.566 1.118 0.560
```

HOMO energy = -9.59 eV
Energy relative to the best compared isomer or geometry (same formula, charge and spin) = 44.44 kcal/mol
SMILES = C1=CN=NC1
Frontier orbital gap = 0.36926 hartree

6.
Molecular formula: C22H15N8O2Pd
Method: DFT, ωB97M-V/def2-TZVPD

The geometry in XYZ format:
```
48
C22H15N8O2Pd | the Open Molecules 2025 dataset | ωB97M-V/def2-TZVPD
Pd -0.001 -0.435 -0.413
O -1.130 6.213 -1.141
C 0.009 5.734 -1.107
O 1.149 6.210 -1.141
C 0.006 4.177 -0.985
C -1.200 3.489 -0.921
C -1.175 2.117 -0.777
N 0.002 1.478 -0.704
C 1.181 2.114 -0.778
C 1.210 3.485 -0.922
C 2.335 1.202 -0.681
C 3.652 1.618 -0.770
C 4.665 0.679 -0.676
C 4.339 -0.656 -0.488
C 3.006 -1.006 -0.404
N 2.026 -0.105 -0.501
C -2.331 1.209 -0.681
C -3.647 1.629 -0.769
C -4.663 0.693 -0.675
C -4.341 -0.643 -0.488
C -3.009 -0.997 -0.404
N -2.027 -0.099 -0.501
H -2.101 4.087 -0.980
H 2.113 4.081 -0.981
H 3.874 2.666 -0.914
H 5.699 0.987 -0.748
H 5.100 -1.418 -0.408
H 2.703 -2.033 -0.252
H -3.866 2.677 -0.913
H -5.696 1.004 -0.748
H -5.104 -1.403 -0.409
H -2.709 -2.025 -0.253
N -0.001 -1.835 4.270
C -0.001 -0.685 3.581
N -0.001 -0.944 2.292
C -0.003 -2.304 2.256
N -0.003 -2.881 3.440
C -0.005 -3.110 1.030
C -0.008 -4.507 1.102
N -0.009 -5.272 0.026
C -0.008 -4.660 -1.156
C -0.005 -3.283 -1.261
N -0.004 -2.509 -0.166
H -0.001 -1.978 5.268
H 0.001 0.289 4.042
H -0.008 -4.991 2.070
H -0.010 -5.280 -2.043
H -0.004 -2.783 -2.219
```

HOMO energy = -10.28 eV
Energy relative to the best compared isomer or geometry (same formula, charge and spin) = 0.13 kcal/mol
Frontier orbital gap = 0.22809 hartree
Net charge = +1